# 1
13
Properties=species:S:1:pos:R:3 method="wB97M-V/def2-TZVPD" lumo_energy_ha=-0.322 gap_ha=0.2536 total_energy_ha=-281.9897 charge=+1 homo_ev=-15.66 e_above_lowest_kj_mol=628.5
N 0.450 1.196 -0.220
C 0.068 0.116 -1.004
N -1.162 -0.425 -0.589
N 1.063 -0.865 -0.716
H 0.114 2.091 -0.591
H -0.060 0.678 1.478
H -1.238 -0.391 0.440
H -2.051 -0.305 -1.060
H 0.101 0.309 -2.086
H 1.366 -1.504 -1.437
H 1.503 -0.898 0.199
H -0.449 0.330 2.945
O -0.279 -0.048 2.076



# 2
20
Properties=species:S:1:pos:R:3 method="wB97M-V/def2-TZVPD" lumo_energy_ha="0.032 / -0.068" s2=2.0067 gap_ha="0.2156 / 0.2630" total_energy_ha=-671.8877 homo_ev="-5.00 / -9.01" spin_multiplicity=3 e_above_lowest_kj_mol=14.1
C -0.652 1.454 -1.306
C -0.064 1.765 -0.149
C -1.224 0.096 -1.324
C 0.066 0.677 0.851
C -0.476 -0.646 -0.101
C 1.113 0.561 1.835
C 0.748 -1.308 -0.751
S -1.487 -1.838 0.839
H -0.664 2.029 -2.276
H 0.468 2.709 0.011
H -2.280 0.020 -1.096
H -0.948 -0.496 -2.152
H -0.824 0.823 1.569
H 2.194 0.549 1.562
H 0.889 -0.374 2.350
H 1.031 1.418 2.628
H 1.546 -1.590 -0.063
H 1.135 -0.635 -1.530
H 0.402 -2.344 -1.080
H -0.973 -2.870 0.183



# 3
20
Properties=species:S:1:pos:R:3 method="wB97M-V/def2-TZVPD" lumo_energy_ha="0.132 / 0.125" s2=8.8405 gap_ha="0.1091 / 0.2227" total_energy_ha=-1474.6255 charge=-1 homo_ev="0.62 / -2.67" spin_multiplicity=6 e_above_lowest_kj_mol=149.1
C -0.894 -0.911 -1.489
Mn 0.168 0.110 -0.279
N 1.423 0.869 -1.566
H -0.901 -0.374 0.636
H -1.355 0.651 0.141
H -1.870 -1.122 -1.016
H -0.311 -1.808 -1.682
H -0.935 -0.219 -2.332
H 2.361 0.549 -1.300
H 1.324 1.876 -1.408
H 1.182 0.615 -2.524
N 2.162 0.162 2.080
C 2.828 0.990 2.901
C 2.263 2.264 2.700
C 1.245 2.076 1.730
N 1.189 0.788 1.304
H 2.289 -0.840 1.992
H 3.604 0.573 3.522
H 2.517 3.182 3.165
H 0.533 2.781 1.263



# 4
60
Properties=species:S:1:pos:R:3 method="wB97M-V/def2-TZVPD" lumo_energy_ha="0.003 / 0.005" s2=3.7544 gap_ha="0.3168 / 0.3205" total_energy_ha=-3131.3502 homo_ev="-8.54 / -8.58" spin_multiplicity=4
C 1.171 -0.890 1.895
C 0.661 0.421 2.131
C -0.763 0.372 2.031
H 1.256 1.282 2.432
C -1.133 -0.969 1.719
C 0.051 -1.762 1.657
H 0.087 -2.845 1.473
H 2.228 -1.162 1.866
H -1.451 1.179 2.269
H -2.150 -1.346 1.612
Nd 0.264 -0.432 -0.470
Cl -1.968 -0.890 -1.682
P -0.482 2.284 -0.862
C -2.021 2.912 -0.195
C -2.091 4.213 0.313
H -1.194 4.829 0.333
C -3.315 4.722 0.754
H -3.369 5.756 1.110
C -4.452 3.900 0.710
H -5.410 4.299 1.043
C -4.384 2.575 0.242
H -5.285 1.947 0.209
C -3.159 2.080 -0.193
H -3.057 1.057 -0.565
C 0.877 3.377 -0.350
C 1.111 3.609 1.020
H 0.436 3.180 1.762
C 2.194 4.388 1.426
H 2.351 4.595 2.491
C 3.063 4.916 0.457
H 3.891 5.551 0.768
C 2.878 4.638 -0.905
H 3.551 5.054 -1.661
C 1.803 3.842 -1.299
H 1.654 3.601 -2.351
C -0.591 2.441 -2.674
C -1.353 3.492 -3.185
H -1.876 4.155 -2.494
C -1.431 3.718 -4.560
H -1.999 4.572 -4.938
C -0.760 2.839 -5.425
H -0.811 3.008 -6.500
C -0.025 1.749 -4.932
H 0.484 1.066 -5.625
C 0.059 1.536 -3.553
H 0.613 0.669 -3.168
Cl 2.265 -8.607 -1.185
C 2.179 -6.907 -1.160
C 3.334 -6.178 -0.800
C 3.269 -4.792 -0.765
C 2.079 -4.179 -1.096
C 0.915 -4.888 -1.460
C 0.969 -6.273 -1.496
C 1.938 -2.719 -0.991
O 2.802 -1.861 -0.602
O 0.712 -2.403 -1.278
H 4.261 -6.681 -0.546
H 4.100 -4.123 -0.490
H -0.012 -4.350 -1.692
H 0.092 -6.855 -1.773



# 5
28
Properties=species:S:1:pos:R:3 method="wB97M-V/def2-TZVPD" lumo_energy_ha=-0.021 gap_ha=0.3252 total_energy_ha=-3808.7918 homo_ev=-9.43 e_above_lowest_kj_mol=0.0
C 1.710 -3.774 1.781
S 2.248 -2.557 0.599
O 3.120 -3.238 -0.373
O 3.020 -1.565 1.372
C 0.794 -1.780 -0.219
C 0.490 -0.472 0.102
C -0.573 0.235 -0.508
C -0.735 1.650 -0.202
C 0.320 2.531 -0.530
C 0.227 3.891 -0.328
Cl 1.477 4.969 -0.892
C -0.947 4.399 0.288
Cl -1.234 6.077 0.454
C -1.944 3.519 0.686
C -1.861 2.178 0.464
Cl -3.116 1.121 1.006
C -1.396 -0.458 -1.450
Cl -2.724 0.351 -2.289
C -1.143 -1.850 -1.677
Cl -2.218 -2.781 -2.667
C -0.042 -2.488 -1.103
Cl 0.382 -4.140 -1.574
H 1.231 -3.243 2.588
H 0.914 -4.380 1.337
H 2.515 -4.349 2.187
H 1.112 0.098 0.786
H 1.220 2.139 -0.978
H -2.847 3.917 1.142



# 6
8
Properties=species:S:1:pos:R:3 method="wB97M-V/def2-TZVPD" lumo_energy_ha=0.289 gap_ha=0.2503 total_energy_ha=-715.2593 charge=-2 homo_ev=1.04 e_above_lowest_kj_mol=335.2
O -3.104 -1.050 -0.777
P -2.198 -0.015 -0.081
O -2.501 0.242 1.424
O -2.083 1.316 -0.850
C -0.415 -0.591 0.092
N 0.120 -1.728 0.694
N 0.387 -1.600 -0.513
H -0.003 0.405 0.431



# 7
26
Properties=species:S:1:pos:R:3 method="wB97M-V/def2-TZVPD" lumo_energy_ha=-0.197 gap_ha=0.2655 total_energy_ha=-1314.2859 charge=+1 homo_ev=-12.59 e_above_lowest_kj_mol=0.0
C -2.195 2.157 1.241
C -1.443 1.546 2.189
C -1.959 1.901 -0.105
C -0.458 0.538 1.831
C -1.104 0.818 -0.376
C -0.391 0.128 0.476
C 1.474 -1.509 1.196
C 3.105 0.420 0.049
C 0.618 -0.956 -0.020
C -0.227 -2.127 -0.438
N 1.416 -0.442 -1.079
O 1.092 -2.232 2.036
S 3.209 -0.969 1.115
S 2.401 1.915 0.668
H -2.747 3.007 1.513
H -1.534 1.728 3.207
H -2.619 2.280 -0.976
H 0.019 0.162 2.699
H -0.914 0.555 -1.407
H 3.748 0.463 -0.792
H 0.432 -2.845 -0.913
H -0.870 -1.798 -1.114
H -0.682 -2.546 0.470
H 1.075 0.384 -1.552
H 1.596 -1.251 -1.704
H 2.421 2.721 -0.471



# 8
12
Properties=species:S:1:pos:R:3 method="wB97M-V/def2-TZVPD" lumo_energy_ha=0.041 gap_ha=0.3514 total_energy_ha=-211.2250 homo_ev=-8.44 e_above_lowest_kj_mol=356.2
C 0.673 1.017 -0.019
C -0.620 1.001 -0.043
C -1.147 -0.355 0.199
N -0.022 -1.033 -0.188
C 1.130 -0.489 0.130
H 1.255 2.090 -0.079
H -1.273 1.850 -0.524
H -1.254 -0.439 1.274
H -2.163 -0.716 -0.280
H -0.154 -1.329 -1.023
H 1.745 -0.742 -0.621
H 1.785 -0.529 0.963



# 9
129
Properties=species:S:1:pos:R:3 method="wB97M-V/def2-TZVPD" lumo_energy_ha=0.011 gap_ha=0.3006 total_energy_ha=-3505.6905 homo_ev=-7.88
C 6.123 -4.053 3.265
C 5.539 -2.658 3.917
C 3.958 -2.488 3.445
O 3.822 -1.822 2.114
C 2.396 -1.503 1.841
C 2.069 -1.408 0.203
C 3.274 -0.448 -0.420
C 3.453 0.985 0.356
O 4.546 1.033 1.338
Si 6.121 1.230 0.586
C 6.916 -0.483 0.092
C 6.163 2.406 -0.938
C 7.318 1.991 1.932
N 2.324 -2.801 -0.341
C 2.228 -2.866 -1.849
C 3.642 -3.481 -2.409
O 0.728 -0.870 -0.081
C -0.344 -1.765 0.380
C -1.457 -1.008 1.373
B -0.785 0.174 2.284
N -0.098 1.446 1.752
O -0.757 0.044 3.785
N -2.607 -0.629 0.502
C -2.426 0.594 -0.332
C -3.573 0.750 -1.540
C -3.061 1.744 -2.755
N -3.851 -0.800 1.048
C -4.386 0.406 1.780
C -5.772 -0.115 2.558
P -2.025 -2.415 2.595
O -2.717 -3.569 1.765
O -3.120 -1.861 3.829
O -0.655 -3.143 3.446
H 5.775 -4.054 2.128
H 5.697 -4.998 3.853
H 7.303 -4.147 3.310
H 6.216 -1.769 3.517
H 5.573 -2.765 5.089
H 3.384 -1.896 4.290
H 3.500 -3.581 3.320
H 1.752 -2.364 2.359
H 2.186 -0.476 2.391
H 2.964 -0.184 -1.540
H 4.234 -1.117 -0.464
H 2.447 1.164 0.974
H 3.477 1.822 -0.461
H 8.077 -0.487 0.272
H 6.655 -0.785 -1.013
H 6.427 -1.274 0.838
H 5.925 1.828 -1.955
H 7.293 2.765 -1.058
H 5.506 3.371 -0.844
H 7.744 1.060 2.527
H 8.195 2.562 1.402
H 6.678 2.649 2.659
H 3.298 -3.130 -0.084
H 1.873 -1.880 -2.369
H 1.393 -3.683 -2.096
H 3.594 -3.863 -3.531
H 4.564 -2.765 -2.326
H 3.871 -4.453 -1.756
H -0.939 -2.102 -0.596
H 0.015 -2.730 0.935
H 0.753 1.574 2.360
H -0.752 2.220 2.077
H 0.051 -0.540 4.003
H -1.392 0.524 -0.917
H -2.422 1.622 0.224
H -4.596 1.163 -1.146
H -3.792 -0.308 -2.028
H -3.821 2.643 -2.947
H -1.993 2.159 -2.441
H -3.006 1.165 -3.789
H -4.589 -1.062 0.331
H -4.724 1.297 1.099
H -3.699 0.829 2.627
H -5.504 -0.781 3.512
H -6.378 0.804 2.985
H -6.373 -0.777 1.800
H -2.715 -1.953 4.748
H -1.076 -3.858 4.043
N 6.447 -6.061 -5.078
C 5.283 -6.405 -4.500
N 4.509 -7.218 -5.243
O 4.954 -6.012 -3.392
H 6.736 -6.375 -5.990
H 7.059 -5.450 -4.553
H 3.623 -7.501 -4.845
H 4.763 -7.552 -6.157
N -7.363 2.610 -2.442
C -6.687 3.584 -1.807
N -7.393 4.711 -1.602
O -5.528 3.456 -1.445
H -8.318 2.696 -2.747
H -6.868 1.744 -2.616
H -6.921 5.470 -1.127
H -8.348 4.835 -1.892
N 11.211 -2.810 -0.958
C 10.868 -1.510 -0.979
N 11.606 -0.725 -0.173
O 9.961 -1.077 -1.672
H 11.954 -3.186 -0.394
H 10.680 -3.436 -1.551
H 11.380 0.261 -0.158
H 12.356 -1.063 0.405
N -11.568 5.776 -2.189
C -11.389 4.444 -2.228
N -12.500 3.723 -1.993
O -10.306 3.930 -2.458
H -12.453 6.218 -2.002
H -10.757 6.355 -2.361
H -12.409 2.716 -2.012
H -13.401 4.128 -1.801
N -4.842 6.271 -4.656
C -4.693 5.723 -5.875
N -5.129 4.455 -5.975
O -4.202 6.328 -6.815
H -5.244 5.789 -3.869
H -4.527 7.225 -4.538
H -5.035 4.005 -6.876
H -5.536 3.940 -5.212
N -5.648 2.041 5.889
C -6.918 1.607 5.793
N -7.579 1.549 6.963
O -7.429 1.291 4.730
H -5.210 2.305 6.755
H -5.115 2.099 5.031
H -8.538 1.228 6.935
H -7.175 1.805 7.848



# 10
58
Properties=species:S:1:pos:R:3 method="wB97M-V/def2-TZVPD" lumo_energy_ha=0.114 gap_ha=0.3742 total_energy_ha=-1831.7757 charge=-1 homo_ev=-7.09
P 0.144 -0.010 0.004
F -0.095 -0.149 -1.592
F -0.516 -1.443 0.328
F 1.587 -0.735 -0.217
F 0.510 0.211 1.550
F 0.790 1.461 -0.326
F -1.304 0.677 0.203
C 2.126 -1.835 -3.588
O 2.900 -1.653 -2.422
H 1.636 -0.893 -3.867
H 2.838 -2.005 -4.405
H 1.401 -2.652 -3.564
H 2.358 -1.200 -1.760
C -3.222 -2.011 3.190
C -2.091 -2.867 3.763
O -0.815 -2.312 3.506
H -3.479 -2.285 2.168
H -2.997 -0.947 3.270
H -4.102 -2.138 3.831
H -2.191 -3.912 3.448
H -2.223 -2.883 4.849
H -0.809 -2.103 2.564
C -1.605 -4.051 -2.125
C -1.327 -4.581 -0.739
O -2.154 -3.951 0.251
H -2.617 -4.287 -2.457
H -0.904 -4.515 -2.824
H -1.501 -2.967 -2.122
H -0.282 -4.413 -0.457
H -1.508 -5.650 -0.619
H -1.764 -3.088 0.416
C 4.357 1.281 -0.374
C 3.996 1.871 0.992
O 3.282 0.926 1.784
H 4.932 2.012 -0.958
H 3.477 1.081 -0.986
H 4.962 0.390 -0.215
H 3.370 2.758 0.848
H 4.917 2.098 1.526
H 2.422 0.806 1.372
C -0.983 2.705 -3.125
C 0.399 3.077 -3.597
O 1.306 1.992 -3.309
H -1.283 1.756 -3.578
H -1.746 3.454 -3.358
H -1.061 2.520 -2.051
H 0.821 3.919 -3.031
H 0.430 3.329 -4.655
H 1.015 1.647 -2.455
C -1.647 4.248 3.455
C -1.206 3.089 2.573
O -1.965 3.102 1.368
H -1.469 5.204 2.956
H -1.004 4.263 4.341
H -2.694 4.147 3.727
H -1.361 2.163 3.144
H -0.133 3.134 2.357
H -1.917 2.212 0.994



# 11
9
Properties=species:S:1:pos:R:3 method="wB97M-V/def2-TZVPD" lumo_energy_ha="0.025 / -0.113" s2=2.0157 gap_ha="0.2526 / 0.2954" total_energy_ha=-412.4028 homo_ev="-6.18 / -11.13" spin_multiplicity=3 e_above_lowest_kj_mol=247.1
C 2.184 -0.696 0.426
C -0.708 1.266 0.269
N 1.294 -0.252 -0.208
N -1.583 0.461 -0.021
O 2.926 -0.966 1.274
O -0.102 2.112 0.751
O -1.783 -0.663 -0.847
H 0.531 -0.576 -0.735
H -2.760 -0.685 -0.909



# 12
78
Properties=species:S:1:pos:R:3 method="wB97M-V/def2-TZVPD" lumo_energy_ha=-0.251 gap_ha=0.1987 total_energy_ha=-3704.7448 charge=+2 homo_ev=-12.24
Ti -2.684 -0.934 1.791
C -1.879 -3.057 -3.099
N -2.367 -2.083 -2.185
C -3.209 -0.983 -2.477
C -3.484 -0.329 -1.339
N -2.784 -0.941 -0.252
C -2.107 -2.016 -0.847
P -1.146 -3.199 0.164
C -0.244 -2.275 1.445
N -0.686 -1.298 2.314
C 0.293 -1.113 3.313
C 1.311 -1.976 3.114
N 0.998 -2.687 1.855
C 1.858 -3.656 1.088
C -2.523 -3.741 1.342
N -3.284 -2.911 2.040
C -3.941 -3.576 3.024
C -3.550 -4.874 2.951
N -2.590 -4.973 1.940
C -1.965 -6.236 1.667
H -1.937 -2.651 -4.107
H -0.828 -3.388 -2.889
H -2.462 -4.009 -3.127
H -3.648 -0.912 -3.461
H -4.163 0.500 -1.230
H 0.145 -0.363 4.056
H 2.144 -2.363 3.770
H 1.343 -4.581 0.771
H 2.217 -3.107 0.167
H 2.722 -3.928 1.717
H -4.571 -3.111 3.712
H -3.982 -5.681 3.546
H -2.488 -7.098 2.140
H -2.012 -6.485 0.562
H -0.923 -6.352 2.075
C 3.929 0.253 -2.155
N 3.290 -0.749 -3.020
C 3.981 -1.301 -4.176
C 2.820 -2.123 -4.889
N 1.690 -1.852 -4.041
C 1.970 -1.065 -2.969
S 0.675 -0.552 -1.934
H 4.652 -0.192 -1.431
H 3.051 0.624 -1.608
H 4.380 1.072 -2.732
H 4.866 -1.929 -3.927
H 4.355 -0.611 -4.895
H 3.105 -3.187 -4.841
H 2.754 -1.725 -5.905
H 0.693 -1.959 -4.231
S -2.436 -0.313 5.780
C -3.159 -0.335 4.381
N -3.723 -0.526 3.304
C 1.434 7.266 0.450
C 1.391 5.805 -0.050
C 0.846 5.943 -1.444
C 2.823 5.284 -0.161
C 0.548 4.884 0.806
C -0.160 5.266 1.943
C -0.934 4.362 2.675
C -1.171 3.136 2.136
O -1.795 2.033 2.690
B -1.799 1.023 1.553
O -1.080 1.526 0.494
C -0.645 2.797 0.885
C 0.304 3.557 0.296
H 1.846 7.923 -0.264
H 2.007 7.346 1.349
H 0.367 7.641 0.641
H 1.610 6.572 -1.916
H -0.225 6.215 -1.438
H 0.944 4.943 -1.923
H 3.507 5.995 -0.647
H 2.930 4.321 -0.596
H 3.177 5.132 0.822
H -0.010 6.264 2.249
H -1.294 4.518 3.671
H 0.913 3.104 -0.482



# 13
32
Properties=species:S:1:pos:R:3 method="wB97M-V/def2-TZVPD" lumo_energy_ha=0.015 gap_ha=0.3910 total_energy_ha=-994.6408 homo_ev=-10.24 e_above_lowest_kj_mol=435.0
C 2.498 1.875 -0.408
C 2.663 0.265 -0.634
C 2.550 -0.238 -2.137
C 1.386 0.221 -2.913
C -0.099 0.245 -2.275
C -0.591 -1.251 -2.016
C -2.082 -1.388 -1.380
C -2.072 -0.502 -0.137
H 3.172 2.119 0.615
H 1.085 2.148 -0.291
H 2.968 2.394 -1.668
H 3.805 0.044 -0.393
H 1.889 -0.422 0.106
H 2.642 -1.387 -2.060
H 3.405 -0.033 -2.904
H 1.281 -0.513 -3.739
H 1.387 1.185 -3.562
H -0.711 0.837 -3.030
H 0.051 0.699 -1.258
H -0.399 -1.834 -2.885
H 0.107 -1.511 -1.204
H -2.975 -1.048 -2.020
H -2.649 -2.287 -0.972
H -2.971 -0.885 0.520
H -1.960 0.608 -0.536
H 1.326 -0.703 2.832
H -0.253 -1.533 3.294
N 0.257 -0.592 2.990
O -0.930 -0.778 0.702
O -0.172 1.429 1.460
O -2.058 0.283 2.645
S -0.827 0.215 1.948